#a
Below is a single C3H5NO2S2 molecule, with properties calculated with the ωB97M-V functional and the def2-TZVPD basis.

HOMO level = -8.668 eV
Net charge = 0

Last column: Mulliken charge in e.
Geometry (Å):
C -0.616 2.180 0.199  -0.7724
O -1.011 0.855 -0.107  -0.3693
C -0.157 -0.194 -0.134  0.7729
N -0.644 -1.358 -0.197  -0.4613
S -2.328 -1.549 0.047  -0.1408
S 1.554 0.341 -0.253  -0.1165
C 2.253 -1.321 -0.100  0.0469
O 3.337 -1.557 0.319  -0.3943
H -1.505 2.769 0.126  0.2273
H -0.200 2.272 1.220  0.3523
H 0.081 2.525 -0.591  0.3383
H -2.252 -2.880 -0.181  0.1512
H 1.488 -2.084 -0.349  0.3655


#b
Below is a single C3H5NO2S2 molecule, with properties calculated with the ωB97M-V functional and the def2-TZVPD basis.

HOMO level = -8.920 eV
Net charge = 0

Last column: Mulliken charge in e.
Geometry (Å):
O 2.090 1.511 -0.259  -0.4625
C 1.954 0.357 -0.019  0.6376
S 3.289 -0.787 -0.122  -0.2589
C 0.617 -0.314 0.217  -0.4856
O -0.426 0.696 0.088  -0.1648
N -1.678 0.057 0.486  -0.3255
C -2.614 -0.059 -0.505  -0.0398
S -4.210 -0.233 -0.132  -0.3027
H 4.232 0.210 -0.307  0.1775
H 0.391 -1.103 -0.509  0.3455
H 0.624 -0.650 1.231  0.3319
H -2.019 0.488 1.442  0.2863
H -2.250 -0.173 -1.612  0.2608


#c
Below is a single C3H5NO2S2 molecule, with properties calculated with the ωB97M-V functional and the def2-TZVPD basis.

HOMO level = -8.822 eV
Net charge = 0

Last column: Mulliken charge in e.
Geometry (Å):
C 2.119 -1.765 0.279  -0.6838
O 1.656 -0.457 -0.054  -0.3604
C 0.362 -0.059 0.162  0.7541
N -0.063 1.143 -0.077  -0.4744
S 1.280 2.257 -0.593  -0.1820
S -0.885 -1.263 0.249  -0.1213
C -2.266 -0.107 0.297  0.1104
O -3.434 -0.564 0.140  -0.4737
H 3.299 -1.908 -0.127  0.2188
H 1.947 -1.944 1.348  0.3841
H 1.420 -2.696 -0.240  0.2181
H 2.327 1.407 -0.292  0.1825
H -1.923 0.985 0.248  0.4276


It comes down to #a, which is 1.158 eV more stable than the next structure.


#a
Below is a single C3H5NO2S2 molecule, with properties calculated with the ωB97M-V functional and the def2-TZVPD basis.

HOMO level = -9.216 eV
Net charge = 0

Last column: Mulliken charge in e.
Geometry (Å):
O 2.427 0.115 1.367  -0.4847
S 2.889 -0.186 -0.013  0.6296
O 2.647 -1.505 -0.551  -0.5244
C 0.982 0.560 -0.658  0.0889
N 0.194 -0.497 -0.598  -0.1655
C -1.081 -0.465 0.122  -0.5174
C -1.517 1.019 0.163  -0.5429
S 0.029 2.079 -0.171  -0.0521
H 0.428 -1.479 -0.714  0.3119
H -0.978 -0.974 1.083  0.2892
H -1.911 -1.219 -0.340  0.2702
H -2.244 1.320 -0.758  0.2910
H -1.864 1.232 1.067  0.4061


#b
Below is a single C3H5NO2S2 molecule, with properties calculated with the ωB97M-V functional and the def2-TZVPD basis.

HOMO level = -9.065 eV
Net charge = 0

Last column: Mulliken charge in e.
Geometry (Å):
C 2.074 -0.680 0.503  -0.5683
O 1.275 -0.940 -0.669  -0.3007
N -0.010 -0.681 -0.536  0.0060
C -0.537 0.483 -0.272  0.4481
S 0.245 1.985 -0.301  -0.4444
C -2.020 0.416 -0.097  0.3249
O -2.548 1.588 0.094  -0.3871
S -2.902 -0.990 -0.111  -0.3495
H 2.992 -1.262 0.263  0.2306
H 2.242 0.376 0.578  0.2775
H 1.526 -1.037 1.399  0.2883
H -0.572 -1.470 -0.773  0.1908
H -1.766 2.212 -0.078  0.2838


#c
Below is 2 unconnected molecules or ions with the total composition C3H5NO2S2, with properties calculated with the ωB97M-V functional and the def2-TZVPD basis.

HOMO level = -7.985 eV
Net charge = 0

Last column: Mulliken charge in e.
Geometry (Å):
O -0.376 -1.176 -1.396  -0.4982
C 0.042 -1.253 -0.116  -0.7078
C -0.480 -0.585 0.913  0.7115
S 0.112 -0.717 2.579  -0.2129
S -1.811 0.578 0.681  -0.2700
H -1.118 -0.557 -1.461  0.3350
H 0.868 -1.938 0.007  0.3121
H 1.179 -1.454 2.300  0.1127
H -2.351 0.387 1.881  0.1032
N 0.319 1.906 -1.479  -0.4241
C 1.335 1.372 -1.158  0.7019
O 2.195 0.723 -0.741  -0.4024
H 0.086 2.713 -2.011  0.2392


It comes down to #c, which is 1.422 eV more stable than the next structure.


#a
Below is 2 unconnected molecules or ions with the total composition C5H15NO, with properties calculated with the ωB97M-V functional and the def2-TZVPD basis.

HOMO level = -9.053 eV
Net charge = 0

Last column: Mulliken charge in e.
Geometry (Å):
C 0.666 1.244 -2.295  -1.1514
C 0.291 0.204 -1.246  -0.4682
C 0.291 0.775 0.209  0.3281
C -0.876 1.874 0.403  -1.4473
C -0.021 -0.411 1.160  -0.7113
N 0.113 -0.036 2.542  -0.5783
H 1.596 0.974 -2.879  0.2860
H -0.167 1.390 -3.084  0.2338
H 0.908 2.191 -1.790  0.3216
H -0.653 -0.241 -1.444  0.4161
H 1.015 -0.609 -1.290  0.2061
H 1.290 1.094 0.395  0.3533
H -0.514 2.815 0.156  0.4089
H -1.706 1.600 -0.228  0.3232
H -1.135 1.837 1.448  0.4524
H -1.103 -0.687 0.910  0.2479
H 0.573 -1.322 1.024  0.3796
H 0.971 -0.193 2.974  0.2111
H -0.547 -0.525 3.156  0.2041
O -0.294 -3.115 -0.592  -0.6543
H -1.207 -2.762 -0.579  0.3172
H 0.133 -2.505 -1.208  0.3216


#b
Below is 2 unconnected molecules or ions with the total composition C5H15NO, with properties calculated with the ωB97M-V functional and the def2-TZVPD basis.

HOMO level = -8.624 eV
Net charge = 0

Last column: Mulliken charge in e.
Geometry (Å):
C -0.835 1.475 0.675  -0.9982
C 0.304 0.316 0.422  -0.5691
N 0.817 0.455 -0.946  0.1396
C 2.079 1.331 -0.956  -1.0922
C 1.115 -0.794 -1.647  -0.3341
C 0.622 -0.600 -3.057  -1.0694
H -1.325 1.512 1.635  0.3908
H -0.264 2.400 0.493  0.2257
H -1.510 1.221 -0.210  0.2536
H 0.954 0.415 1.259  0.3598
H -0.356 -0.616 0.723  0.2598
H 2.132 1.890 -1.819  0.3275
H 2.961 0.691 -0.670  0.3946
H 1.782 2.201 -0.343  0.3225
H 0.540 -1.760 -1.362  0.2567
H 2.159 -1.088 -1.632  0.2770
H -0.509 -0.630 -3.171  0.2391
H 1.017 0.397 -3.566  0.2035
H 1.134 -1.140 -3.852  0.4130
O -3.420 -1.795 4.711  -0.6264
H -2.714 -2.401 4.644  0.3075
H -4.074 -2.282 4.186  0.3188


#c
Below is 2 unconnected molecules or ions with the total composition C5H15NO, with properties calculated with the ωB97M-V functional and the def2-TZVPD basis.

HOMO level = -8.809 eV
Net charge = 0

Last column: Mulliken charge in e.
Geometry (Å):
C 0.737 2.431 0.075  -1.2682
C -0.353 1.467 0.535  -0.1199
C -1.284 0.945 -0.581  -0.7628
C -0.427 0.386 -1.740  -0.6381
C 0.634 -0.689 -1.346  -0.4896
N -0.079 -1.718 -0.578  -0.4969
H 1.578 2.041 -0.500  0.2861
H 1.172 2.880 0.980  0.3966
H 0.317 3.258 -0.505  0.2927
H 0.190 0.716 1.134  0.0657
H -1.017 1.954 1.262  0.4115
H -1.820 1.850 -0.914  0.3593
H -2.012 0.226 -0.193  0.3366
H 0.110 1.202 -2.236  0.2967
H -1.064 0.038 -2.553  0.4075
H 1.443 -0.252 -0.748  0.1537
H 1.015 -1.159 -2.255  0.4243
H 0.234 -2.656 -0.742  0.2046
H -0.124 -1.416 0.382  0.1661
O 0.428 -2.471 2.925  -0.6450
H 1.320 -2.468 2.609  0.3112
H 0.301 -1.662 3.397  0.3080


#d
Below is 2 unconnected molecules or ions with the total composition C5H15NO, with properties calculated with the ωB97M-V functional and the def2-TZVPD basis.

HOMO level = -9.729 eV
Net charge = 0

Last column: Mulliken charge in e.
Geometry (Å):
C -0.406 -0.835 2.646  -1.6141
C -0.226 -0.269 1.242  1.0643
C -0.168 -1.386 0.200  -1.4148
C -1.307 0.741 0.808  -0.7802
C -1.173 1.297 -0.590  -0.7136
N 0.176 1.818 -1.049  -0.6593
H 0.521 -1.256 3.009  0.4083
H -1.243 -1.536 2.669  0.3443
H -0.763 -0.010 3.275  0.3858
H 0.770 0.179 1.152  0.0718
H 0.482 -1.167 -0.650  0.2493
H -1.133 -1.708 -0.209  0.3293
H 0.220 -2.336 0.592  0.4079
H -1.307 1.564 1.536  0.3187
H -2.288 0.276 0.945  0.3592
H -1.839 2.136 -0.763  0.3444
H -1.354 0.491 -1.300  0.3498
H 0.591 1.006 -1.492  0.2819
H 0.754 1.946 -0.233  0.2674
O 3.298 -0.417 -4.298  -0.6372
H 2.593 -0.728 -3.728  0.3184
H 3.803 0.194 -3.764  0.3185


It comes down to #c, which is 0.054 eV more stable than the next structure.


#a
Below is a molecular structure, C5H15NO, with properties calculated with the ωB97M-V functional and the def2-TZVPD basis.

HOMO level = -8.597 eV
Net charge = 0

Last column: Mulliken charge in e.
Geometry (Å):
C 0.273 1.336 1.388  -1.3240
C -0.280 1.233 -0.048  0.7959
C -0.677 2.560 -0.630  -1.5465
N 0.684 0.512 -0.859  -0.4479
H 0.152 0.379 1.907  0.3330
H 1.347 1.570 1.387  0.3124
H -0.248 2.117 1.951  0.4115
H -1.195 0.620 -0.016  0.0203
H 0.167 3.262 -0.663  0.3348
H -1.448 2.970 0.012  0.3976
H -1.092 2.440 -1.655  0.3648
H 1.105 -0.501 -0.103  0.2959
H 0.367 -0.132 -1.534  0.3305
H 1.572 0.964 -1.027  0.3025
C 0.659 -2.607 0.096  -0.2813
O 1.372 -1.455 0.520  -0.7104
C -0.858 -2.304 -0.165  -0.8672
H 0.754 -3.347 0.897  0.3153
H 1.126 -3.031 -0.819  0.2094
H -1.501 -3.174 -0.304  0.4014
H -1.030 -1.652 -1.045  0.1730
H -1.249 -1.759 0.711  0.1790


#b
Below is 2 unconnected molecules or ions with the total composition C5H15NO, with properties calculated with the ωB97M-V functional and the def2-TZVPD basis.

HOMO level = -8.845 eV
Net charge = 0

Last column: Mulliken charge in e.
Geometry (Å):
C 2.513 1.627 -0.196  -1.7744
C 1.000 1.503 -0.368  0.8193
C 0.297 2.833 -0.211  -1.3846
C 0.464 0.328 0.519  0.0472
C -0.956 0.063 0.121  -1.3372
N 0.764 0.682 1.893  -0.5322
H 3.022 1.989 -1.091  0.3936
H 2.995 0.650 -0.066  0.3889
H 2.810 2.230 0.663  0.4140
H 0.870 1.045 -1.358  0.2950
H 0.960 3.609 0.162  0.3663
H -0.187 3.217 -1.110  0.2619
H -0.482 2.744 0.538  0.3336
H 1.046 -0.542 0.220  0.2626
H -0.959 -0.423 -0.853  0.3673
H -1.431 -0.669 0.784  0.4138
H -1.673 0.879 0.157  0.3047
H 1.745 0.627 2.110  0.1768
H 0.192 0.359 2.655  0.1835
O -3.499 -5.910 -1.572  -0.6376
H -2.552 -5.739 -1.609  0.3180
H -3.732 -5.455 -0.747  0.3195


#c
Below is 2 unconnected molecules or ions with the total composition C5H15NO, with properties calculated with the ωB97M-V functional and the def2-TZVPD basis.

HOMO level = -7.871 eV
Net charge = 0

Last column: Mulliken charge in e.
Geometry (Å):
C 0.358 1.012 -2.236  -1.1155
C 1.421 0.246 -1.443  -0.7066
N 1.390 0.353 0.000  0.0948
C 2.104 1.462 0.572  -1.0152
C 0.153 -0.103 0.592  -0.3354
C 0.080 0.130 2.089  -1.3738
H -0.638 0.586 -2.230  0.3393
H 0.243 2.039 -1.903  0.2887
H 0.691 1.031 -3.267  0.3905
H 2.392 0.595 -1.780  0.4043
H 1.406 -0.814 -1.723  0.3399
H 2.480 1.226 1.578  0.3150
H 1.525 2.382 0.718  0.3206
H 2.977 1.661 -0.036  0.3481
H -0.030 -1.160 0.347  0.3108
H -0.702 0.387 0.102  0.3061
H -0.884 -0.277 2.401  0.4277
H 0.016 1.197 2.287  0.3448
H 0.873 -0.455 2.566  0.3159
O -5.592 -3.669 0.264  -0.6401
H -4.967 -4.334 -0.060  0.3212
H -5.297 -3.494 1.163  0.3189


#d
Below is 2 unconnected molecules or ions with the total composition C5H15NO, with properties calculated with the ωB97M-V functional and the def2-TZVPD basis.

HOMO level = -8.656 eV
Net charge = 0

Last column: Mulliken charge in e.
Geometry (Å):
C 1.595 -0.806 1.294  -0.8896
N 1.048 -0.622 -0.040  -0.3292
C 0.546 0.713 -0.314  -0.8750
C -0.899 0.944 0.267  0.8089
C -2.081 0.918 -0.759  -1.3523
C -0.888 2.336 0.877  -1.4814
H 1.648 -1.840 1.651  0.3338
H 2.656 -0.528 1.408  0.3066
H 1.126 -0.182 2.104  0.2695
H 0.308 -1.312 -0.184  0.2670
H 1.292 1.381 0.104  0.3310
H 0.460 0.900 -1.418  0.3016
H -1.092 0.184 1.147  0.1918
H -3.095 1.269 -0.569  0.3760
H -1.746 1.297 -1.756  0.2975
H -2.273 -0.154 -0.990  0.3496
H -1.858 2.569 1.355  0.3534
H 0.019 2.705 1.345  0.3872
H -0.791 3.062 0.007  0.3506
O 1.060 -4.443 -1.657  -0.6474
H 1.379 -4.691 -2.529  0.3187
H 1.585 -3.700 -1.345  0.3317


It comes down to #b, which is 0.379 eV more stable than the next structure.